Model i:
20
Properties=species:S:1:pos:R:3 method="wB97M-V/def2-TZVPD" gap_ev=9.56 charge=0 lumo_ha=0.03442
H 1.878 -1.243 1.110
C -1.206 1.553 -0.883
H -1.607 -1.478 -1.200
H -0.142 -2.575 1.933
C 0.447 -1.892 2.557
C -0.694 0.494 -1.603
H 0.063 -1.705 -1.527
C -0.632 -0.906 -1.190
H -1.914 1.345 -0.097
N 0.153 1.050 -2.565
C 0.146 2.349 -2.439
H -0.953 3.733 -1.311
N -0.740 2.744 -1.492
H 0.628 -0.262 1.207
C 1.208 -0.823 1.864
H 1.874 -0.194 2.468
H -0.308 -0.942 -0.156
H 0.918 2.838 -2.989
H 1.096 -2.633 3.019
H -0.216 -1.451 3.295

***

Model ii:
20
Properties=species:S:1:pos:R:3 method="wB97M-V/def2-TZVPD" gap_ev=9.48 charge=0 lumo_ha=0.03346
H -1.073 0.815 -1.614
C 2.904 1.025 0.050
C 3.347 0.012 -1.088
H 2.651 -0.795 -1.331
H 1.830 0.946 0.267
N -2.565 -0.923 1.959
H 4.377 -0.197 -0.857
H -3.671 -1.616 0.262
H -3.222 -1.288 2.627
H 2.832 2.082 -0.225
H 3.575 0.886 0.875
C -1.948 -0.235 -0.044
H -1.609 -0.779 -2.181
H -0.893 0.118 2.940
H -2.834 0.480 -1.668
C -2.892 -0.977 0.622
N -0.968 0.114 0.860
C -1.390 -0.280 2.076
C -1.835 0.038 -1.502
H 3.384 0.573 -2.028

***

Model iii:
20
Properties=species:S:1:pos:R:3 method="wB97M-V/def2-TZVPD" gap_ev=9.54 charge=0 lumo_ha=0.03231
H -0.783 0.517 3.080
H 0.779 0.823 3.768
H 0.596 -0.003 2.131
H 0.278 2.929 2.936
N 1.076 -2.215 -1.226
C 1.242 -1.105 -0.455
H 1.963 -1.016 0.334
C 0.254 0.749 2.831
H -2.046 -0.414 -3.159
C -0.479 -0.737 -1.675
H -2.241 0.537 -1.696
H -0.537 -2.703 -2.620
C 0.167 2.166 2.169
H -0.793 2.216 1.657
N 0.393 -0.153 -0.777
H 1.733 -2.889 -1.581
H 0.925 2.237 1.403
C -0.048 -1.985 -1.988
C -1.500 0.090 -2.366
H -0.980 0.955 -2.767

***

Most stable structure among those shown: model iii.